1.
This record from the OMol25 dataset describes a cluster of 2 separate species, C4H11NO in total at a distorted geometry. The level of theory is ωB97M-V with the def2-TZVPD basis set.

The geometry in XYZ format:
```
17
Properties=species:S:1:pos:R:3:forces:R:3
C 2.1748 -0.2423 -0.6317 1.25 -0.26 0.27
C 0.9285 0.1888 -0.4446 -0.22 0.42 1.02
C 0.6386 1.6205 -0.0858 -0.25 0.61 -0.72
N -0.1994 -0.5935 -0.4731 0.21 0.12 0.22
C -0.0641 -1.9875 -0.7940 0.21 0.19 -0.63
H 3.0354 0.4137 -0.6131 -0.37 0.50 0.03
H 2.5304 -1.2589 -0.5737 -0.59 -0.40 -0.52
H -0.2880 1.9178 -0.5858 0.13 0.21 -0.13
H 0.4741 1.8802 0.9640 0.18 -0.66 0.13
H 1.4552 2.2574 -0.4242 -0.09 0.03 -0.07
H -0.9839 -0.2143 0.0298 -0.22 -0.38 -0.11
H 0.2269 -2.0356 -1.8476 -0.04 -0.22 -0.09
H 0.7569 -2.4594 -0.2587 -0.11 -0.18 0.41
H -0.9842 -2.5443 -0.6761 -0.17 0.06 0.21
O -2.6251 0.8765 1.7611 0.12 -0.01 -0.31
H -3.3556 0.9125 2.3830 0.03 -0.04 0.10
H -1.8447 0.6313 2.2651 -0.06 0.02 0.19
```
Forces are in eV/Å.

- Net charge: 0
- Frontier orbital gap: 8.41 eV

natural (NBO) population analysis, charges in e, atoms 1 to 2: -0.5738 0.2036



2.
This record from the OMol25 dataset describes a structure of composition C32H20Cl6NO3PRe. The level of theory is ωB97M-V with the def2-TZVPD basis set.

The geometry in XYZ format:
```
64
Properties=species:S:1:pos:R:3:forces:R:3
Re -0.1271 1.6526 -0.4552 -0.04 -0.32 0.16
Cl 2.4047 2.0201 2.4004 -0.07 0.09 -0.04
C 1.5126 3.3675 1.7869 0.07 0.03 0.09
C 0.6035 3.1762 0.7551 -0.13 -0.18 -0.06
C -0.0631 4.2994 0.3037 -0.15 -0.05 -0.10
Cl -1.2009 3.9156 -1.0105 0.06 0.20 0.04
C 0.0980 5.5821 0.7740 -0.10 0.03 -0.06
Cl -0.7839 6.8755 0.1001 0.03 0.02 0.05
C 1.0130 5.7447 1.8195 0.01 0.07 0.03
Cl 1.2659 7.2964 2.4677 0.00 -0.01 0.00
C 1.7149 4.6387 2.3268 0.04 -0.06 0.03
Cl 2.8213 4.8580 3.6074 0.02 0.01 0.00
O 1.4580 2.9378 -2.4743 0.09 -0.14 0.08
N 1.6772 1.9333 -1.5456 -0.06 -0.04 -0.18
C 2.8560 1.4408 -1.4411 0.01 0.00 0.05
C 3.3189 0.4121 -0.5136 -0.04 0.15 -0.14
C 4.6979 0.3722 -0.3315 0.07 -0.05 0.07
C 5.2677 -0.5128 0.5755 -0.02 0.03 -0.03
C 4.4579 -1.3792 1.2860 -0.04 -0.01 0.01
C 3.0767 -1.3742 1.0867 0.09 0.01 0.03
C 2.5020 -0.4847 0.1978 -0.06 -0.06 0.07
P 0.7430 -0.6027 -0.1832 0.15 0.05 0.00
C -0.1442 -1.4101 1.1420 0.02 -0.01 0.11
C -1.0619 -2.4289 0.8908 -0.06 0.05 -0.03
C -1.7893 -2.9682 1.9432 0.02 0.02 -0.03
C -1.6096 -2.4877 3.2310 0.00 0.01 0.03
C -0.7136 -1.4518 3.4790 -0.02 -0.01 -0.03
C 0.0144 -0.9059 2.4380 0.01 -0.06 0.03
C 0.6872 -1.5666 -1.6970 -0.04 0.00 -0.12
C 1.0196 -2.9215 -1.6215 0.11 0.00 0.00
C 1.0659 -3.6865 -2.7749 0.00 0.01 0.04
C 0.7994 -3.1031 -4.0060 -0.01 0.03 -0.03
C 0.4957 -1.7509 -4.0885 0.02 -0.05 0.00
C 0.4369 -0.9811 -2.9377 -0.06 0.01 -0.02
H 2.3025 3.1463 -2.9095 -0.04 0.05 -0.06
H 3.6203 1.8761 -2.0843 0.03 -0.04 0.01
H 5.3321 1.0501 -0.8895 0.01 -0.01 0.01
H 6.3393 -0.5231 0.7172 0.00 0.00 0.00
H 4.8924 -2.0752 1.9910 0.00 0.00 0.00
H 2.4549 -2.0706 1.6349 0.01 0.00 0.00
H -1.2294 -2.7908 -0.1141 0.06 -0.04 -0.05
H -2.4956 -3.7647 1.7518 0.00 0.00 0.00
H -2.1735 -2.9174 4.0484 0.00 0.01 0.00
H -0.5865 -1.0696 4.4827 0.00 -0.01 0.00
H 0.7039 -0.0936 2.6362 0.01 -0.01 -0.02
H 1.2644 -3.3805 -0.6714 -0.06 -0.01 0.04
H 1.3168 -4.7366 -2.7111 0.00 0.00 0.00
H 0.8318 -3.7042 -4.9048 0.01 0.01 0.00
H 0.2972 -1.2960 -5.0493 -0.01 0.00 0.00
H 0.1729 0.0651 -3.0260 0.00 -0.03 0.03
Cl -7.4841 -2.3356 0.1727 0.03 0.02 0.00
C -6.0024 -1.4892 0.0040 -0.12 -0.07 0.01
C -5.4384 -0.8797 1.1220 0.05 0.04 0.02
C -4.2477 -0.2003 0.9845 -0.07 0.00 0.01
C -3.6268 -0.1401 -0.2684 -0.04 -0.02 0.02
C -4.2023 -0.7567 -1.3849 -0.05 -0.05 0.01
C -5.3969 -1.4308 -1.2487 0.08 0.03 -0.05
C -2.3725 0.5387 -0.3989 0.29 0.23 0.02
O -1.8201 1.1979 0.5793 0.00 -0.03 -0.07
O -1.6533 0.5407 -1.4673 -0.12 0.16 0.04
H -5.9401 -0.9418 2.0772 0.00 0.00 0.00
H -3.7919 0.2826 1.8385 0.02 0.00 -0.01
H -3.7134 -0.6991 -2.3482 0.01 0.01 0.01
H -5.8684 -1.9093 -2.0951 0.00 0.00 0.00
```
Forces are in eV/Å.

- Net charge: +2
- 2S+1: 4
- Frontier orbital gap (spin up / spin down): 7.63 / 6.22 eV

natural (NBO) population analysis, charges in e, atoms 1 to 2: 1.3844 0.0470



3.
This record from the OMol25 dataset describes a structure of composition C25H74F3HfN4O18S at a distorted geometry. The level of theory is ωB97M-V with the def2-TZVPD basis set.

The geometry in XYZ format:
```
126
Properties=species:S:1:pos:R:3:forces:R:3
Hf 6.7715 -11.2351 1.4911 -0.43 1.37 -0.18
C 4.6361 -4.3704 1.6879 -0.93 -1.34 -0.43
F 4.7978 -4.4190 3.0086 -0.42 -0.24 -0.06
F 3.9463 -3.2564 1.3864 0.20 -0.65 0.01
F 5.8391 -4.3048 1.1535 0.38 0.15 -0.45
S 3.7258 -6.0134 0.9074 -0.33 -0.76 -0.32
O 3.8286 -5.7874 -0.5531 -0.37 0.23 2.15
O 4.4898 -7.2379 1.2762 0.22 1.33 0.03
O 2.3980 -6.0961 1.5414 1.39 0.88 -0.94
C 6.7277 9.4295 2.4376 1.02 -0.16 -0.55
O 6.1910 8.8092 1.2603 -1.43 -0.06 0.28
C 6.9373 7.6957 0.8338 1.13 1.30 0.12
C 6.4683 7.1629 -0.5443 -0.97 0.04 -0.07
N 5.0632 6.6552 -0.4816 1.31 -0.73 1.06
C 4.8479 5.4095 0.2395 0.72 -1.20 0.36
C 5.6424 4.1935 -0.2371 0.14 0.18 -1.58
O 6.9225 4.1215 0.3225 -0.13 0.94 0.39
C 7.7737 3.1879 -0.2929 0.33 -0.14 0.15
H 6.0887 10.1757 2.9097 -0.40 -0.28 -0.57
H 7.6432 9.9159 2.1011 0.16 0.32 0.25
H 7.0344 8.7077 3.1947 -0.23 -0.31 0.04
H 7.1222 7.0472 1.6901 -0.52 -0.84 -0.32
H 7.9244 8.1103 0.6291 0.63 -0.22 -0.44
H 7.1668 6.4786 -1.0259 -0.18 -0.65 0.78
H 6.5155 7.9734 -1.2716 -0.51 0.47 0.36
H 4.4920 7.3778 -0.0672 -0.40 0.32 -0.30
H 3.8211 5.0620 0.3536 -0.34 0.78 -0.56
H 5.1802 5.4522 1.2768 0.13 0.69 0.62
H 5.7255 4.2754 -1.3208 0.15 0.04 -0.45
H 5.0889 3.2633 -0.1089 -0.24 -0.09 0.56
H 8.7857 3.3567 0.0753 -0.17 -0.11 0.31
H 7.8513 3.3153 -1.3727 -0.41 0.00 -0.23
H 7.4271 2.1874 -0.0343 0.21 -0.25 -0.22
C -2.5309 -2.8300 1.8828 -0.59 -1.27 -0.41
O -3.7806 -2.7557 1.2022 -0.16 0.18 -0.48
C -3.5788 -3.0090 -0.1883 0.62 0.48 0.99
C -4.8712 -3.0335 -0.9452 0.87 -0.70 0.68
N -4.6140 -3.2275 -2.3612 -0.72 0.89 0.88
C -5.8549 -3.0739 -3.0556 0.45 -0.71 -1.32
C -5.5901 -2.9639 -4.5394 0.92 0.76 -1.37
O -4.9574 -1.6980 -4.8196 0.67 0.64 0.06
C -4.5568 -1.5185 -6.2481 -1.45 -1.27 2.07
H -2.2218 -3.8697 1.7757 0.39 -0.25 0.24
H -2.6823 -2.6540 2.9478 0.08 0.48 -0.29
H -1.7582 -2.2556 1.3718 -0.01 0.55 0.34
H -3.0174 -3.9346 -0.3153 0.05 -0.19 -0.13
H -2.9701 -2.1770 -0.5423 0.33 0.10 -0.47
H -5.3986 -2.1043 -0.7295 -0.31 0.25 -0.14
H -5.4613 -3.8617 -0.5528 -0.31 -0.01 -0.20
H -3.9962 -2.5329 -2.7562 0.83 0.12 0.04
H -6.3126 -2.1471 -2.7098 -0.64 0.06 -0.04
H -6.4462 -3.9642 -2.8413 -0.50 0.25 -0.01
H -6.4891 -3.0830 -5.1441 -0.33 0.12 0.10
H -4.8599 -3.6634 -4.9464 -0.16 -0.86 0.51
H -5.5637 -1.6145 -6.6545 0.44 0.60 -1.27
H -3.9408 -2.3586 -6.5688 0.07 -0.05 0.00
H -4.0089 -0.5857 -6.3812 -0.50 -0.03 0.17
C -5.2438 7.1571 1.6354 0.14 -0.30 -0.59
O -5.9615 6.1552 2.4117 -0.63 0.43 -1.61
C -5.5472 5.8978 3.7026 2.74 0.65 0.18
C -5.3610 4.3672 4.0851 -1.66 -0.80 -1.85
N -4.7130 3.5872 2.9777 1.07 3.05 1.35
C -3.2987 3.9143 2.7603 0.02 -2.12 1.51
C -2.3315 3.5427 3.9634 0.02 -0.30 -2.14
O -1.0869 3.4617 3.2515 0.25 1.16 0.28
C 0.0029 2.9723 3.9921 -0.28 -1.27 1.02
H -4.2564 6.8426 1.2974 0.22 -0.65 0.36
H -5.0591 8.1520 2.0404 -0.57 -0.17 0.96
H -5.7658 7.3397 0.6961 -0.52 -0.34 0.30
H -6.0923 6.5062 4.4243 -0.45 -0.61 0.32
H -4.5271 6.2818 3.7069 0.47 0.15 0.67
H -6.3706 3.9565 4.0888 -0.19 -0.05 0.42
H -4.9148 4.1833 5.0624 0.22 0.32 -0.26
H -5.0483 3.9616 2.1016 -1.42 -0.51 -0.27
H -3.1570 4.9570 2.4761 0.05 0.35 0.12
H -3.1157 3.3132 1.8696 0.96 0.00 0.08
H -2.4729 2.5678 4.4300 -0.66 -0.26 -0.23
H -2.4279 4.2610 4.7775 0.58 0.49 -0.14
H -0.3633 2.0951 4.5254 0.07 -0.41 0.23
H 0.4103 3.5950 4.7886 -0.17 0.71 -0.24
H 0.8286 2.5978 3.3871 -0.28 0.47 -0.51
C -7.8605 3.2034 -1.3301 1.05 0.41 0.24
O -6.4443 2.9334 -1.4173 0.13 0.19 -1.21
C -5.9512 2.9487 -2.8091 0.01 -1.28 2.05
C -4.4305 2.6445 -2.7053 -0.57 1.82 -1.24
N -3.8373 2.2557 -4.0009 -0.55 -1.83 2.15
C -2.4170 2.1293 -3.9347 0.43 1.87 -0.59
C -1.7424 1.1724 -2.9080 -0.59 0.74 -1.84
O -1.9656 -0.1501 -3.3443 0.77 0.31 1.68
C -0.9761 -0.9716 -2.7236 0.13 -1.75 -1.19
H -8.1622 3.0195 -0.2990 0.09 -0.11 -0.10
H -8.4590 2.5950 -2.0082 0.09 -0.03 -0.11
H -7.9761 4.2691 -1.5276 -0.45 0.04 -0.19
H -6.1742 3.8813 -3.3274 0.02 0.03 0.07
H -6.4752 2.1049 -3.2581 0.09 0.05 -0.62
H -4.2161 2.0222 -1.8364 -0.17 -0.72 -0.15
H -3.9145 3.5803 -2.4909 -0.06 0.23 0.30
H -4.1479 1.3354 -4.2778 -0.95 -0.16 -0.47
H -2.0951 3.1523 -3.7400 0.56 0.08 0.49
H -2.1041 1.9974 -4.9705 0.45 -0.77 0.14
H -2.1127 1.3920 -1.9067 -0.07 -0.22 0.18
H -0.6884 1.4369 -2.9924 0.24 -0.16 0.30
H 0.0273 -0.8080 -3.1168 0.08 0.58 -0.12
H -1.2017 -1.9824 -3.0633 -0.13 -0.13 0.12
H -0.8831 -1.0272 -1.6390 -0.63 0.69 0.20
O 4.3075 -10.8362 -1.8353 0.39 -0.17 0.46
H 4.4281 -10.1663 -2.5082 0.10 0.29 -0.21
H 3.4459 -11.2098 -2.0201 -0.24 -0.16 -0.01
O 6.1383 -7.5530 -4.2293 0.10 -0.32 0.29
H 6.4404 -7.2168 -5.0730 0.12 0.01 -0.28
H 5.6608 -6.8221 -3.8368 -0.19 0.23 0.18
O 7.9864 -8.8423 -1.0730 -0.18 -0.63 0.63
H 7.6249 -8.6568 -1.9397 -0.33 0.08 -0.42
H 8.8233 -8.3781 -1.0577 0.27 0.14 0.09
O 8.0871 -8.1952 3.4398 -0.22 -0.63 -0.35
H 7.7472 -7.9619 4.3036 -0.22 0.10 0.27
H 8.9258 -7.7378 3.3804 0.28 0.13 -0.10
O 1.0404 -8.4354 5.3198 0.29 -0.20 -0.03
H 0.2831 -8.5173 5.8993 -0.18 -0.08 0.21
H 0.7746 -7.7872 4.6676 0.01 0.21 -0.22
O 4.3285 -10.6391 4.5184 0.66 -0.27 -0.51
H 3.5088 -10.1660 4.6619 -0.42 0.35 -0.08
H 4.4858 -11.1019 5.3414 0.02 -0.14 0.28
O -1.4989 -8.6639 -0.0546 -0.22 0.08 -0.01
H -1.0567 -9.3205 -0.5927 0.05 -0.17 -0.16
H -0.8124 -8.3198 0.5168 0.19 0.14 0.17
```
Forces are in eV/Å.

- Net charge: +3
- Frontier orbital gap: 1.21 eV

Löwdin population analysis, charges in e, atoms 1 to 2: 1.6927 -0.6228



4.
This record from the OMol25 dataset describes a structure of composition C10H25ClIN2P2Rh at a distorted geometry. The level of theory is ωB97M-V with the def2-TZVPD basis set.

The geometry in XYZ format:
```
42
Properties=species:S:1:pos:R:3:forces:R:3
C -0.5838 0.2397 1.2265 -0.37 2.41 -3.57
I 0.9899 1.3323 2.1370 4.76 -1.64 0.76
H -1.7134 -0.1540 -1.8975 -0.95 0.40 0.32
H -0.7538 1.2832 0.8644 -1.80 -1.44 -0.69
H -0.8252 -0.4108 0.3508 1.47 0.16 0.97
Rh -0.2135 -0.3656 -2.4258 2.67 1.16 -0.68
P 0.3929 2.1592 -1.0529 0.41 2.77 0.43
C 0.1926 3.6087 0.2465 0.14 1.25 1.61
C 2.1321 2.5668 -1.4770 -0.42 -0.17 -0.01
H 2.2484 3.6724 -1.4935 0.03 -0.79 0.16
H -0.3602 4.0707 -2.3169 -0.02 -0.16 -0.06
H 2.2798 2.1500 -2.4768 0.41 0.16 0.31
H -0.2866 2.5538 -3.2620 -0.16 0.13 -0.35
H 0.8376 3.5766 1.1736 -0.82 -0.23 -1.47
H 2.7580 2.0632 -0.7215 0.10 0.41 -0.52
C -0.5767 2.9997 -2.3136 -0.21 -0.25 -0.43
H 0.5981 4.5657 -0.1592 -0.47 -0.83 -0.76
H -1.6417 2.8252 -2.1463 0.07 0.09 -0.08
H -0.8254 3.9101 0.6463 0.78 -0.87 -0.80
P 0.2911 -2.2932 -1.0923 0.51 -2.99 1.24
C 0.0752 -3.5861 0.3339 -0.02 -0.44 0.63
C -0.6308 -3.1683 -2.3975 -0.20 0.48 0.22
H 2.2565 -2.3642 -2.4749 0.30 -0.10 0.42
H 2.1195 -3.8051 -1.3840 0.26 0.73 0.09
H 2.6238 -2.1566 -0.6761 0.02 -0.60 -0.81
C 2.0431 -2.7000 -1.4580 -0.35 -0.02 0.46
H -0.2987 -2.7442 -3.3595 -0.22 -0.57 -0.03
H -0.3611 -4.2266 -2.2917 -0.28 0.17 -0.43
H 0.4974 -4.5390 -0.0701 -0.32 0.80 -0.14
H -0.9502 -3.8811 0.6951 0.77 0.84 -0.62
H -1.7092 -2.9782 -2.2521 0.40 -0.42 -0.23
H 0.7143 -3.4227 1.2363 -0.50 0.45 -0.74
Cl 1.9779 -0.1164 -3.3956 -1.80 0.11 0.37
N -1.4155 0.5417 4.4835 0.54 2.06 -0.52
C -1.5688 -0.8217 4.4218 1.03 0.14 -0.50
C -1.5037 -1.0770 3.0997 0.25 0.10 -0.34
N -1.3553 0.0440 2.3187 -2.26 0.49 5.58
C -1.2293 1.1096 3.2402 -2.89 -3.98 1.86
H -1.2637 1.1002 5.3290 -0.57 -0.38 -0.31
H -1.4963 -1.4826 5.2822 -0.37 0.27 -0.31
H -1.5774 -1.9356 2.5586 -0.02 -2.66 -0.80
H -1.8880 1.8558 2.9507 0.10 2.95 -0.23
```
Forces are in eV/Å.

- Net charge: +2
- 2S+1: 5
- Frontier orbital gap (spin up / spin down): 6.72 / 5.25 eV

natural (NBO) population analysis, charges in e, atoms 1 to 2: -0.3828 0.3676



5.
This record from the OMol25 dataset describes an isolated molecule of C2H3BrO at a distorted geometry. The level of theory is ωB97M-V with the def2-TZVPD basis set.

The geometry in XYZ format:
```
7
Properties=species:S:1:pos:R:3:forces:R:3
O 0.9378 0.8049 -0.4792 -1.64 0.21 0.87
C 0.3359 0.8523 0.5635 1.83 0.44 0.81
C -1.3723 1.3816 0.5408 4.14 -1.90 -0.52
Br -2.2466 -0.1926 -0.0145 -0.73 -0.44 0.07
H 1.1882 0.5312 1.5288 -3.37 0.90 -1.65
H -1.8035 1.9318 1.3095 -0.51 0.01 2.22
H -1.3782 2.0738 -0.2370 0.30 0.78 -1.80
```
Forces are in eV/Å.

- Net charge: 0
- Frontier orbital gap: 10.32 eV

natural (NBO) population analysis, charges in e, atoms 1 to 2: -0.5220 0.4056